#1
# C2H4N4O2

A single C2H4N4O2 molecule (ωB97M-V/def2-TZVPD, the Open Molecules 2025 dataset).

Results
- HOMO energy (eV) = -9.91
- Kohn-Sham gap (Eh) = 0.333

Structure (XYZ):
```
12
Properties=species:S:1:pos:R:3:mulliken_charge:R:1
C -1.1200 0.0690 0.4578 0.859
C 1.0943 0.0374 -0.2845 0.700
H -2.7458 -1.1226 -0.3056 0.244
H -2.8677 0.5482 -1.0391 0.321
H 2.6408 -1.0617 0.5315 0.271
H 2.8036 0.7081 0.6400 0.237
N -2.1563 -0.3043 -0.4479 -0.499
N -0.6751 1.3591 0.0802 -0.347
N 0.5495 1.3073 -0.2227 -0.217
N 2.4137 -0.0963 0.1640 -0.472
O -0.5413 -0.5471 1.3534 -0.547
O 0.6045 -0.8972 -0.9270 -0.551
```

***

#2
# C2H4N4O2

A single C2H4N4O2 molecule (ωB97M-V/def2-TZVPD, the Open Molecules 2025 dataset).

Results
- HOMO energy (eV) = -9.55
- Kohn-Sham gap (Eh) = 0.376

Structure (XYZ):
```
12
Properties=species:S:1:pos:R:3:mulliken_charge:R:1
C 0.2424 -1.0248 -0.9629 0.424
C -0.1896 1.0303 0.9380 0.393
H 1.2798 0.2192 -1.8607 0.328
H 1.2778 1.8745 0.0095 0.310
H -0.9544 -0.4702 1.9767 0.255
H -1.5047 -1.6938 -0.1083 0.291
N 1.0948 0.0828 -0.8246 -0.271
N 0.5052 1.2261 -0.2223 -0.192
N -0.8555 -0.1852 1.0450 -0.121
N -0.6050 -1.2381 0.1719 -0.270
O 0.0090 -1.7340 -1.9108 -0.557
O -0.2999 1.9132 1.7485 -0.592
```

***

#3
# C2H4N4O2

A single C2H4N4O2 molecule (ωB97M-V/def2-TZVPD, the Open Molecules 2025 dataset).

Results
- HOMO energy (eV) = -9.67
- Kohn-Sham gap (Eh) = 0.353

Structure (XYZ):
```
12
Properties=species:S:1:pos:R:3:mulliken_charge:R:1
C -1.3319 0.5129 0.1686 -0.130
C 0.5973 0.9187 -0.5143 0.450
H -1.3170 -2.5861 0.5074 0.383
H -2.3301 0.5468 0.2205 0.485
H 2.3708 0.7576 -0.9862 0.287
H 1.5194 -0.2300 1.5537 0.363
N -0.7302 -0.5872 0.4299 0.194
N -0.6689 1.5332 -0.2993 -0.515
N 1.6759 1.4471 -0.7819 -0.561
N 0.4700 -0.5357 -0.1795 -0.054
O -1.7258 -1.6058 0.0769 -0.495
O 1.5930 -0.9043 0.7473 -0.406
```

***

Energies, relative to the best one, in hartree: #1 0.0470; #2 0.0000; #3 0.1735.

***

#1
# C22H88O22

22 unconnected molecules or ions with the total composition C22H88O22 (ωB97M-V/def2-TZVPD, the Open Molecules 2025 dataset).

Results
- HOMO energy (eV) = -9.52
- Kohn-Sham gap (Eh) = 0.370

Structure (XYZ):
```
132
Properties=species:S:1:pos:R:3:mulliken_charge:R:1
C 10.3906 9.6829 11.7179 -0.923
O 10.8352 10.9986 11.3822 0.228
H 11.0359 8.8796 11.4300 0.258
H 9.9614 9.7434 12.7336 0.285
H 9.6039 9.4796 11.0038 0.296
H 11.4418 11.3066 12.1093 -0.105
C 17.3076 10.1453 6.5537 -0.803
O 17.2916 11.3651 7.2830 -0.342
H 16.7300 10.2509 5.6055 0.301
H 18.3133 9.8962 6.1838 0.295
H 16.9436 9.3481 7.1123 0.290
H 17.6337 11.1464 8.1846 0.206
C 16.0515 16.7758 9.4529 -0.485
O 15.3277 17.4107 10.4852 -0.266
H 15.4638 16.8249 8.5072 0.156
H 17.0850 17.1830 9.3368 0.341
H 16.0927 15.6765 9.4973 0.108
H 15.8790 17.6980 11.2268 0.244
C 11.7272 12.2727 14.8587 -0.967
O 12.0594 12.3800 13.4678 0.737
H 11.7831 13.2058 15.3682 0.125
H 10.6447 11.9425 14.8977 0.341
H 12.3744 11.5069 15.3235 0.256
H 13.0438 12.5575 13.5545 -0.205
C 14.2811 15.9740 5.2087 -0.766
O 14.3232 15.4900 6.5414 -0.458
H 14.9065 16.8806 5.0599 0.217
H 14.5395 15.2288 4.4306 0.292
H 13.2316 16.1519 4.9654 0.284
H 15.2264 15.1590 6.7087 0.385
C 13.4474 12.3541 7.4852 0.123
O 12.8517 13.5596 8.0379 -0.383
H 14.5737 12.4642 7.3859 -0.240
H 13.3126 11.6237 8.2726 -0.317
H 13.0273 12.1390 6.5435 0.572
H 13.2696 14.3215 7.5896 0.243
C 10.9434 16.1360 14.9106 -0.824
O 11.8107 15.3372 14.0888 0.036
H 10.4853 16.9332 14.3193 0.261
H 10.2398 15.5138 15.4567 0.321
H 11.7033 16.6061 15.6163 0.274
H 11.3448 14.8174 13.4371 -0.040
C 12.7702 18.2858 12.2963 -0.580
O 13.0996 17.5945 13.4424 -0.559
H 11.6697 18.5044 12.3667 0.268
H 13.3391 19.1834 12.2848 0.341
H 13.0794 17.8549 11.3072 0.074
H 12.7635 16.6630 13.2767 0.212
C 10.3132 10.7405 8.0006 -0.313
O 10.8908 9.6300 7.1844 -0.606
H 11.0616 11.2026 8.6248 -0.061
H 9.8929 11.4186 7.2734 0.399
H 9.4876 10.2848 8.6053 0.251
H 10.2501 9.4102 6.4768 0.288
C 14.7974 15.3119 15.3331 0.072
O 15.2974 16.1326 14.2994 -0.626
H 14.3976 14.3852 14.9780 -0.422
H 15.6593 15.0356 16.0384 0.278
H 14.0604 15.8568 15.9084 0.248
H 14.6000 16.7029 13.9244 0.453
C 18.1617 19.6572 11.8813 -0.794
O 17.8182 18.2830 11.7235 -0.540
H 19.1302 19.9137 11.5414 0.298
H 17.4282 20.2751 11.2959 0.251
H 18.1131 19.9772 12.9110 0.323
H 17.8548 17.7897 12.5613 0.514
C 16.6968 20.2191 6.4018 -0.499
O 15.3212 19.9449 6.4576 -0.493
H 16.7216 21.1826 5.9991 0.279
H 17.1308 20.2602 7.4310 0.182
H 17.3193 19.5375 5.8212 0.234
H 15.2243 19.1487 6.9658 0.296
C 17.8154 15.0435 6.9308 -0.412
O 16.5678 14.2213 6.8059 -0.406
H 17.5630 15.8301 7.6940 0.010
H 18.6461 14.4099 7.2415 0.288
H 18.0741 15.3713 5.9589 0.283
H 16.8145 13.2943 6.8632 0.214
C 12.4399 15.2409 10.3738 -0.612
O 11.9647 13.9290 10.3311 -0.122
H 11.6365 15.7683 10.9309 0.231
H 13.3898 15.3190 10.9409 -0.020
H 12.5212 15.7314 9.3815 0.335
H 12.2475 13.5431 9.4975 0.570
C 14.8920 12.1187 15.8082 -1.181
O 14.6215 12.1557 14.4026 0.120
H 14.8327 11.0515 16.0416 0.394
H 15.8274 12.5930 16.0227 0.104
H 14.0906 12.6838 16.2022 0.517
H 14.9983 11.3587 14.0144 0.004
C 19.7622 11.5587 9.8565 -0.572
O 18.8539 10.4346 9.8120 -0.490
H 20.1494 11.5825 8.8030 0.241
H 19.2318 12.5329 9.9279 0.212
H 20.5613 11.3694 10.6155 0.276
H 18.3635 10.4045 10.6579 0.417
C 18.6175 15.8461 14.2670 -0.576
O 17.7628 16.9538 14.0151 -0.629
H 19.4136 15.7602 13.4853 0.259
H 19.1496 16.0030 15.1870 0.302
H 18.1354 14.8078 14.3991 0.120
H 16.8486 16.6465 13.9733 0.620
C 15.3547 13.0804 11.0362 -0.472
O 14.1691 12.4229 11.5118 0.512
H 16.2400 12.5732 11.4069 0.321
H 15.4835 12.9774 9.9268 0.051
H 15.3395 14.1384 11.3489 -0.020
H 13.2992 12.6922 11.1187 -0.378
C 13.8281 8.8144 12.6153 -0.333
O 14.8425 9.8619 12.5302 -0.413
H 13.3138 8.7052 11.6397 -0.121
H 14.3368 7.9158 12.9478 0.351
H 13.0516 9.2196 13.3394 0.068
H 14.5147 10.5639 11.8983 0.006
C 17.9961 8.4063 12.8465 -0.764
O 17.6928 9.6881 12.2497 -0.510
H 17.2780 7.6570 12.6568 0.292
H 18.9681 8.0233 12.4630 0.297
H 18.1559 8.5657 13.9447 0.247
H 16.7487 9.7002 12.1589 0.413
C 14.1593 8.7958 8.6694 -0.370
O 12.9455 8.6847 9.2617 -0.382
H 14.2886 8.1107 7.8466 0.422
H 14.4653 9.8051 8.3330 -0.044
H 14.8770 8.5883 9.4653 0.225
H 12.2001 8.8195 8.6412 0.174
C 8.7788 13.3987 12.7323 -0.364
O 9.6729 14.0230 11.7964 -0.506
H 8.4946 12.4757 12.2417 0.185
H 9.3014 13.0543 13.6099 0.025
H 7.9312 14.0793 12.9195 0.277
H 10.2925 13.3367 11.4979 0.193
```

***

#2
# C22H88O22

22 unconnected molecules or ions with the total composition C22H88O22 (ωB97M-V/def2-TZVPD, the Open Molecules 2025 dataset).

Results
- HOMO energy (eV) = -9.60
- Kohn-Sham gap (Eh) = 0.369

Structure (XYZ):
```
132
Properties=species:S:1:pos:R:3:mulliken_charge:R:1
C -5.8427 4.0627 1.6951 -0.366
O -6.2384 3.5431 0.4740 -0.471
H -6.5880 3.7633 2.5147 0.275
H -4.8175 3.8137 2.0120 0.051
H -5.8357 5.1707 1.5323 0.222
H -6.4573 2.6287 0.6044 0.281
C -3.0708 0.7291 4.3705 -0.672
O -1.8277 0.5224 3.8932 -0.380
H -3.8112 -0.0691 4.0699 0.197
H -3.1064 0.8476 5.4218 0.315
H -3.4601 1.6438 3.8793 0.092
H -1.4711 1.3564 3.4221 0.323
C 1.1931 -1.3933 5.1215 -0.692
O 0.3607 -1.4927 4.0197 -0.333
H 2.0359 -1.9873 4.8017 0.233
H 1.5500 -0.3652 5.3012 0.137
H 0.7800 -1.8435 5.9943 0.297
H -0.2106 -0.6924 4.0116 0.258
C 0.4583 0.0115 1.1005 -0.410
O -0.9860 0.2682 0.9120 -0.465
H 0.5306 -0.9305 1.5068 0.424
H 0.9371 0.2086 0.1617 -0.130
H 0.7832 0.7571 1.8436 0.302
H -1.3080 -0.4439 0.3753 -0.154
C 2.6279 4.5318 -1.9225 -0.764
O 3.0986 3.3340 -1.4266 -0.576
H 2.8696 5.3726 -1.2141 0.252
H 2.9960 4.6891 -2.9058 0.364
H 1.5401 4.5846 -2.0544 0.157
H 2.4854 2.6396 -1.6317 0.334
C -0.5412 -5.8673 -1.5684 -0.597
O -0.5822 -5.2622 -0.2555 -0.438
H 0.2819 -6.5419 -1.5177 0.294
H -1.4637 -6.3488 -1.8520 0.320
H -0.3836 -5.1411 -2.3832 0.152
H -1.2397 -4.5397 -0.2707 0.462
C -6.3204 -0.8946 -6.0933 -0.315
O -7.5301 -1.6697 -6.3582 -0.539
H -6.5579 0.1733 -5.9236 0.216
H -5.7288 -1.3032 -5.1931 0.000
H -5.6052 -1.0257 -6.8787 0.303
H -7.5272 -2.5507 -6.0123 0.369
C 2.3716 -4.2643 2.0481 -0.343
O 2.4465 -4.1540 0.6633 -0.481
H 1.3567 -3.9519 2.3976 0.024
H 2.6960 -5.2244 2.5596 0.303
H 3.1715 -3.5223 2.3189 0.187
H 1.7278 -4.6153 0.2283 0.210
C -4.2229 1.3938 -2.8847 -0.502
O -3.4527 0.3855 -2.2158 -0.414
H -3.6962 2.2851 -3.3275 0.210
H -4.7538 0.9895 -3.7248 0.055
H -4.9952 1.7039 -2.1786 0.301
H -2.6814 0.8876 -1.8278 0.330
C 2.5849 3.1787 4.3427 -0.413
O 1.8606 3.9701 3.3794 -0.565
H 1.8876 2.7502 5.0701 0.212
H 3.1594 2.3957 3.8964 0.064
H 3.2566 3.7699 4.9626 0.362
H 2.3772 4.0489 2.5764 0.341
C 4.0965 0.6976 1.1417 0.539
O 4.9048 -0.4993 1.2948 -0.716
H 3.6890 0.8604 2.1367 -0.045
H 4.7757 1.5741 0.8878 -0.029
H 3.3487 0.6119 0.3508 -0.260
H 4.5983 -1.2037 0.6805 0.432
C -2.4488 -3.4363 3.2686 -0.784
O -1.6064 -2.6945 2.3842 -0.334
H -1.8847 -4.3110 3.6873 0.277
H -2.9837 -2.8856 4.1426 0.190
H -3.2953 -3.7236 2.6821 0.351
H -0.8432 -2.4053 2.8978 0.173
C 5.3010 4.4437 0.9944 -0.738
O 3.9327 4.0180 1.1139 -0.269
H 5.7841 4.5360 1.9349 0.341
H 5.8624 3.6134 0.5601 0.180
H 5.3984 5.3411 0.4114 0.280
H 3.7008 3.5681 0.2609 0.350
C 3.8089 0.3208 -3.2201 -0.932
O 3.1087 0.1816 -1.9492 0.982
H 3.2194 -0.1891 -4.0170 0.296
H 3.9744 1.3779 -3.4247 0.202
H 4.8755 -0.0570 -3.1925 0.233
H 3.3638 -0.7304 -1.6390 -0.236
C -1.1976 3.7368 4.5372 -0.899
O -0.9205 3.0169 3.2838 -0.298
H -0.9233 4.7707 4.6228 0.301
H -2.2005 3.6414 4.7380 0.386
H -0.6311 3.1131 5.2646 0.283
H 0.0517 3.0425 3.1943 0.235
C -1.9743 3.5235 -0.3027 -0.772
O -1.9126 2.1782 -0.7411 0.132
H -0.9672 3.8255 -0.2780 0.244
H -2.5175 4.0920 -0.9931 0.344
H -2.3719 3.6084 0.6707 0.154
H -1.6641 1.5972 -0.0075 0.356
C 0.0087 2.1511 -3.2594 -0.793
O 0.7547 1.6775 -2.0676 0.190
H -0.3762 3.1347 -2.9659 0.205
H 0.6912 2.1101 -4.1127 0.397
H -0.9010 1.5161 -3.4221 0.098
H 1.3225 0.8744 -2.1479 -0.185
C 4.6756 -2.7986 -1.4003 -0.884
O 3.7073 -2.0922 -0.6201 -0.058
H 5.5842 -2.2328 -1.3966 0.349
H 5.0341 -3.6361 -0.8345 0.258
H 4.4106 -3.1592 -2.4223 0.283
H 2.9249 -2.6638 -0.3556 -0.020
C -3.4689 -2.4253 -0.5304 -0.497
O -2.1481 -2.9248 -0.2213 -0.366
H -4.0660 -2.2767 0.3446 0.320
H -3.4728 -1.3910 -0.9299 0.131
H -3.8960 -3.0668 -1.2638 0.200
H -2.0384 -2.8662 0.7296 0.414
C 7.9666 0.4679 -0.7420 -0.737
O 7.0521 -0.5919 -0.6832 -0.507
H 7.5740 1.2145 -1.4745 0.263
H 8.1764 0.9271 0.2097 0.270
H 8.8310 0.0561 -1.2068 0.265
H 6.2619 -0.3589 -0.2147 0.298
C 0.5959 -1.8667 -2.6422 -0.368
O 0.6396 -1.9372 -1.2231 0.240
H 1.6571 -1.7429 -3.0176 -0.001
H 0.2630 -2.8510 -3.1310 0.181
H -0.0672 -1.0083 -2.9823 0.026
H -0.2241 -2.2819 -0.9488 -0.091
C -5.9065 -4.2032 -3.6886 -0.553
O -6.8033 -4.1202 -4.7912 -0.551
H -4.8942 -3.6030 -3.8285 0.199
H -6.5728 -3.9216 -2.8318 0.214
H -5.5941 -5.2356 -3.5829 0.342
H -6.2655 -4.3447 -5.5827 0.309
```

***

#3
# C22H88O22

22 unconnected molecules or ions with the total composition C22H88O22 (ωB97M-V/def2-TZVPD, the Open Molecules 2025 dataset).

Results
- HOMO energy (eV) = -9.88
- Kohn-Sham gap (Eh) = 0.370

Structure (XYZ):
```
132
Properties=species:S:1:pos:R:3:mulliken_charge:R:1
C -2.1075 -2.8963 2.0574 -0.434
O -3.4836 -2.5632 1.9872 -0.607
H -2.0658 -3.9558 2.2898 0.458
H -1.6471 -2.8469 1.0914 -0.087
H -1.5306 -2.3188 2.7567 0.310
H -3.5255 -1.6004 2.1331 0.202
C -1.3147 -3.0250 -1.7603 -0.422
O -2.2878 -2.1227 -1.2484 0.160
H -1.6973 -4.0580 -1.7540 0.410
H -1.0022 -2.7122 -2.7660 0.097
H -0.3997 -3.0437 -1.1501 -0.163
H -3.1609 -2.5635 -1.1286 0.076
C 1.6344 0.1989 -3.3271 0.565
O 2.3140 0.1425 -4.5835 -0.615
H 2.2467 -0.1204 -2.4402 -0.219
H 1.3152 1.2526 -3.1329 -0.107
H 0.7391 -0.4166 -3.4011 -0.030
H 3.1738 0.5867 -4.5494 0.316
C 5.8868 -1.0108 4.8153 -0.654
O 5.4722 -2.2410 4.3059 -0.550
H 5.1092 -0.3011 5.1204 0.235
H 6.4198 -1.1340 5.7306 0.339
H 6.6184 -0.5254 4.1902 0.258
H 5.1206 -2.0374 3.4149 0.295
C -2.5765 -1.4357 -4.8881 -0.103
O -3.2700 -0.4645 -5.6306 -0.570
H -1.6922 -0.9650 -4.4627 -0.210
H -3.2480 -1.9005 -4.1377 0.138
H -2.2317 -2.1367 -5.6257 0.447
H -2.6119 0.0271 -6.1268 0.311
C 3.9619 -1.4603 0.5792 -0.360
O 4.4125 -0.7745 1.7347 -0.495
H 3.0627 -2.0432 0.9205 -0.125
H 3.6316 -0.8153 -0.2499 0.189
H 4.7029 -2.2111 0.3212 0.460
H 3.6627 -0.1870 1.9906 0.363
C 2.5759 -6.2527 0.4201 -0.694
O 2.1172 -5.0944 -0.2804 -0.450
H 2.0751 -7.1285 -0.0367 0.296
H 3.6728 -6.4036 0.3668 0.275
H 2.2885 -6.1441 1.4817 0.180
H 2.4388 -5.0858 -1.1955 0.261
C -6.6627 2.0030 -0.6496 -0.483
O -5.7855 3.0967 -0.9412 -0.473
H -6.1751 1.1689 -0.1222 0.099
H -7.4594 2.3628 -0.0370 0.275
H -7.1786 1.6335 -1.5341 0.288
H -5.3532 2.8839 -1.8038 0.304
C 6.2729 2.8613 1.6425 -0.218
O 7.0804 2.6457 0.5260 -0.511
H 5.3693 3.3585 1.3029 0.080
H 6.0265 1.9002 2.1214 0.075
H 6.8246 3.4672 2.3374 0.319
H 6.6264 2.0806 -0.0716 0.285
C -3.1878 0.3553 5.9809 -0.240
O -1.8473 0.5991 6.3448 -0.524
H -3.5383 -0.5763 6.4315 0.284
H -3.8567 1.1291 6.2900 0.274
H -3.2817 0.2581 4.8888 -0.099
H -1.5917 1.3919 5.8647 0.332
C -3.4363 0.8239 0.7733 1.114
O -4.2212 0.0560 1.7765 -0.612
H -2.6889 1.4187 1.2717 -0.304
H -2.9414 0.0231 0.2303 -0.364
H -4.0529 1.5159 0.1383 -0.130
H -4.8274 0.6191 2.2619 0.255
C -0.6558 2.8414 2.9418 -0.383
O -1.4528 1.9656 3.7883 -0.486
H -0.8124 2.5029 1.9300 0.000
H -1.0480 3.8586 3.1156 0.298
H 0.3843 2.8214 3.2508 0.311
H -1.4537 1.0589 3.5006 0.243
C -5.8965 -3.2016 -0.1857 -0.762
O -4.5607 -3.6537 -0.2397 -0.588
H -6.1751 -2.7733 -1.1412 0.284
H -6.5104 -4.0472 -0.0003 0.308
H -6.1299 -2.4941 0.6085 0.267
H -4.1815 -3.3601 0.6071 0.538
C 0.2183 -0.5845 -0.0141 0.980
O -0.0870 0.6628 -0.6601 1.195
H -0.7055 -0.8784 0.5068 -0.339
H 0.4851 -1.3888 -0.6704 -0.724
H 1.0096 -0.4043 0.7437 -0.255
H -0.8724 0.5305 -1.2176 -0.305
C 1.1865 -0.4692 3.3664 0.347
O 2.0884 0.4297 2.7432 -0.329
H 1.4866 -1.4729 3.0789 -0.115
H 1.2693 -0.3755 4.4826 0.369
H 0.1476 -0.1964 3.1578 -0.499
H 1.7109 1.3018 2.6065 0.070
C -3.3253 1.2892 -2.8209 -0.453
O -2.2794 0.4483 -2.2977 -0.158
H -4.2890 0.8563 -2.5630 0.278
H -3.2020 2.2786 -2.3837 0.034
H -3.2809 1.4040 -3.9043 0.227
H -2.5295 -0.4769 -2.2809 -0.292
C -2.4362 5.1486 -0.6159 -0.376
O -1.1224 5.1917 -1.2587 -0.535
H -3.0548 5.8556 -1.1790 0.249
H -2.8126 4.1172 -0.7064 -0.016
H -2.4119 5.4285 0.4264 0.383
H -0.4630 4.7696 -0.7219 0.283
C -0.9132 3.0540 -4.3692 0.023
O -1.9521 3.9788 -4.3263 -0.569
H -0.3660 3.0137 -3.3840 -0.120
H -1.2196 1.9879 -4.4204 -0.141
H -0.1721 3.2930 -5.1434 0.429
H -1.6507 4.6443 -3.6634 0.359
C 3.3973 4.3601 -3.5348 -0.474
O 4.2179 4.3926 -2.4028 -0.491
H 3.3532 3.3181 -3.8979 0.046
H 2.3934 4.6785 -3.3075 0.249
H 3.7575 4.9088 -4.4178 0.377
H 4.3082 5.3377 -2.1646 0.302
C 2.9409 -2.8172 -2.3783 -0.211
O 3.2141 -4.1453 -2.7363 -0.616
H 3.7213 -2.1299 -2.6315 0.414
H 2.2097 -2.4147 -3.0705 0.361
H 2.6032 -2.7440 -1.3621 -0.216
H 3.2759 -4.1580 -3.6995 0.330
C 2.1227 -4.0626 3.1985 -0.949
O 1.4505 -3.7144 2.0187 -0.130
H 1.5353 -3.5433 3.9493 0.324
H 2.2223 -5.1119 3.5057 0.346
H 3.1214 -3.6029 3.2660 0.332
H 1.8814 -4.0322 1.1943 0.176
C 2.2064 3.3421 -0.2255 -0.916
O 0.8910 3.0878 0.1896 -0.357
H 2.6539 2.9137 -1.1382 0.286
H 2.2360 4.3941 -0.4119 0.335
H 2.8979 3.2258 0.5920 0.323
H 0.5103 2.2733 -0.0771 0.360
```

***

Energies, relative to the best one, in hartree: #1 0.0000; #2 0.0370; #3 0.0261.